(1)
The following is a quantum chemistry calculation of an isolated molecule of C4H7NO2, from the OMol25 dataset.

Last column: natural (NBO) charge in e.
CARTESIAN COORDINATES (ANGSTROEM)
N1 0.45620 -0.34544 1.94187  -0.830
C1 0.58718 0.67881 1.04389  0.680
O1 1.60579 1.33973 0.95559  -0.609
C2 -0.58929 0.86711 0.09851  -0.531
C3 -0.23717 0.29613 -1.26531  0.066
C4 0.02474 -1.13279 -1.42915  -0.115
O2 -1.20179 -0.55941 -1.86160  -0.488
H1 1.19279 -0.44941 2.62456  0.403
H2 -0.44422 -0.74289 2.15283  0.393
H3 -0.78509 1.93979 0.01779  0.243
H4 -1.50174 0.37560 0.45520  0.222
H5 0.24214 0.99098 -1.95565  0.197
H6 -0.04144 -1.78678 -0.55842  0.181
H7 0.69190 -1.47143 -2.22012  0.188

Computed properties:
Charge: 0
E_tot: -9845.8516 eV
HOMO-LUMO gap: 10.7 eV
Energy above the lowest of the compared OMol25 structures with the same formula, charge and spin: 137.8 kJ/mol

(2)
The following is a quantum chemistry calculation of C6H8 as an isolated structure at a distorted geometry, from the OMol25 dataset.

Last column: natural (NBO) charge in e.
CARTESIAN COORDINATES (ANGSTROEM)
C1 0.14132 -1.61894 0.52857  -0.034
C2 0.80921 -0.52956 -0.03764  -0.099
C3 -1.21857 -1.33388 -0.20888  -0.495
C4 -0.51126 0.02059 -0.18393  0.118
C5 2.19690 0.11321 -0.04500  -0.655
C6 -1.19547 1.32452 0.18694  -0.657
H1 -1.34327 -1.94288 -1.13738  0.232
H2 -2.27204 -1.45341 0.39700  0.198
H3 2.68101 -0.09955 -1.06671  0.231
H4 2.64110 -0.55632 0.65502  0.245
H5 2.13094 1.22146 0.10252  0.230
H6 -1.82096 1.55328 -0.61760  0.233
H7 -0.42043 2.11859 0.31026  0.220
H8 -1.81849 1.18290 1.11683  0.235

Computed properties:
Charge: 0
E_tot: -6346.9837 eV
HOMO-LUMO gap: 9.0 eV
Energy above the lowest of the compared OMol25 structures with the same formula, charge and spin: 366.7 kJ/mol

(3)
The following is a quantum chemistry calculation of a 3-piece molecular cluster, C2H8O3 overall at a distorted geometry, from the OMol25 dataset.

Last column: natural (NBO) charge in e.
CARTESIAN COORDINATES (ANGSTROEM)
C1 0.23491 1.39920 -1.04120  -0.553
C2 0.28335 1.91685 0.20024  0.162
O1 -0.73604 2.02138 1.14848  -0.695
H1 1.10971 1.62721 -1.67590  0.215
H2 -0.62928 0.90622 -1.43234  0.194
H3 1.26461 2.50248 0.54070  0.170
H4 -1.21054 1.19733 0.91415  0.500
H5 -1.53146 -1.70793 0.98932  0.472
H6 -1.34984 -1.19092 -0.30536  0.478
O2 -1.45343 -0.85017 0.61150  -0.943
H7 1.75252 -2.43631 -0.63231  0.474
H8 1.29451 -2.88997 0.76268  0.473
O3 0.97098 -2.49537 -0.07995  -0.947

Computed properties:
Charge: 0
E_tot: -8344.8592 eV
HOMO-LUMO gap: 9.3 eV
Energy above the lowest of the compared OMol25 structures with the same formula, charge and spin: 110.2 kJ/mol

(4)
The following is a quantum chemistry calculation of C20H34AsN8O5W as an isolated structure at a distorted geometry, from the OMol25 dataset.

Last column: natural (NBO) charge in e.
CARTESIAN COORDINATES (ANGSTROEM)
W1 0.11761 0.35165 0.36343  1.781
N1 -2.58781 -1.36402 2.62247  -0.867
C1 -2.95827 -2.14446 1.47682  -0.310
C2 -1.99835 -1.92845 0.22263  0.624
O1 -2.27798 -2.52826 -0.80191  -0.571
N2 -1.00215 -1.12304 0.44571  -0.619
C3 -1.86197 1.37370 1.04000  -0.693
C4 -1.01792 2.27868 0.23635  0.604
O2 -1.38851 2.83287 -0.80019  -0.581
O3 0.24514 2.29545 0.64676  -0.627
H1 -3.28039 -0.66609 2.85613  0.378
H2 -2.36805 -1.92275 3.43588  0.378
H3 -2.91089 -3.21971 1.66390  0.222
H4 -3.94990 -1.88612 1.10013  0.225
H5 -2.82658 1.20061 0.55618  0.245
H6 -1.99219 1.64457 2.08649  0.262
N3 1.29290 -2.21718 -0.19964  -0.634
N4 2.66288 -1.87109 -0.20118  -0.513
C5 3.01032 -0.51844 -0.39805  0.873
O4 4.12579 -0.23032 -0.74403  -0.566
O5 2.03932 0.29696 -0.11422  -0.725
H7 1.10936 -2.92025 0.51747  0.381
H8 0.98574 -2.61080 -1.09629  0.381
H9 3.33745 -2.54062 -0.56248  0.403
C6 0.18421 1.09354 3.56986  -0.080
N5 1.04661 0.43925 2.53179  -0.530
C7 1.30653 -0.95776 3.00535  -0.088
N6 1.88589 -0.98572 4.32580  -0.449
C8 0.99784 -0.31868 5.27274  -0.077
N7 0.77671 1.06729 4.88291  -0.445
C9 2.06032 1.76409 4.85040  -0.079
N8 2.95319 1.12363 3.89584  -0.444
C10 2.36893 1.16305 2.58218  -0.076
C11 3.15587 -0.26043 4.30026  -0.080
H10 -0.77011 0.55137 3.60843  0.225
H11 0.02699 2.13925 3.27513  0.221
H12 2.01465 -1.43164 2.31057  0.217
H13 0.35245 -1.50768 3.00723  0.219
H14 1.45765 -0.34868 6.26081  0.218
H15 0.03522 -0.83726 5.30360  0.202
H16 2.51350 1.73636 5.84337  0.217
H17 1.90045 2.80517 4.55970  0.210
H18 3.06789 0.69334 1.88167  0.225
H19 2.20255 2.20614 2.28312  0.229
H20 3.59272 -0.28202 5.29932  0.217
H21 3.83535 -0.74930 3.59831  0.209
C12 0.51065 2.35894 -3.04146  -0.897
As1 -0.09221 0.71276 -2.12041  1.120
C13 0.93535 -0.50410 -3.31014  -0.920
C14 -1.96407 0.51380 -2.81810  -0.680
C15 -2.02837 0.20115 -4.27871  -0.085
C16 -1.91133 -1.11696 -4.71262  -0.209
C17 -1.98285 -1.42238 -6.05764  -0.200
C18 -2.17554 -0.41647 -6.98997  -0.196
C19 -2.28765 0.89883 -6.56994  -0.216
C20 -2.20750 1.20822 -5.22280  -0.158
H22 0.33417 2.24435 -4.11809  0.250
H23 1.57879 2.50704 -2.85761  0.249
H24 -0.04035 3.22391 -2.66792  0.272
H25 0.74193 -0.25014 -4.35845  0.268
H26 0.66955 -1.54944 -3.15867  0.231
H27 2.00353 -0.37312 -3.11450  0.246
H28 -2.45773 1.46536 -2.59629  0.265
H29 -2.42074 -0.29003 -2.22861  0.254
H30 -1.78925 -1.90394 -3.98126  0.217
H31 -1.89322 -2.44859 -6.37668  0.223
H32 -2.24308 -0.66279 -8.03726  0.225
H33 -2.44142 1.68488 -7.29240  0.225
H34 -2.30963 2.23250 -4.89119  0.207

Computed properties:
Charge: +1
E_tot: -106106.5667 eV
HOMO-LUMO gap (spin up / spin down): 5.6 / 5.6 eV
Energy above the lowest of the compared OMol25 structures with the same formula, charge and spin: 356.0 kJ/mol

(5)
The following is a quantum chemistry calculation of an isolated molecule of C5H8O at a distorted geometry, from the OMol25 dataset.

Last column: natural (NBO) charge in e.
CARTESIAN COORDINATES (ANGSTROEM)
O1 -1.76825 -0.25002 0.70984  -0.736
C1 -0.91052 0.49415 -0.21288  0.027
C2 0.24841 1.08602 0.63378  -0.475
C3 1.32280 0.04949 0.64006  -0.141
C4 1.02668 -0.84644 -0.44665  -0.537
C5 -0.18850 -0.40906 -1.18601  -0.207
H1 -2.38686 -0.75918 0.15213  0.465
H2 -1.50017 1.29085 -0.69212  0.183
H3 0.63951 1.93743 0.03293  0.223
H4 -0.08186 1.47598 1.60547  0.234
H5 2.22375 0.05155 1.24400  0.208
H6 0.33288 -1.49256 0.18792  0.323
H7 1.78928 -1.49765 -0.88217  0.245
H8 -0.74716 -1.13055 -1.78629  0.186

Computed properties:
Charge: 0
E_tot: -7358.0507 eV
HOMO-LUMO gap (spin up / spin down): 7.6 / 8.7 eV
Energy above the lowest of the compared OMol25 structures with the same formula, charge and spin: 405.7 kJ/mol

(6)
The following is a quantum chemistry calculation of C4H11LuO3 as an isolated structure at a distorted geometry, from the OMol25 dataset.

Last column: natural (NBO) charge in e.
CARTESIAN COORDINATES (ANGSTROEM)
O1 -0.00560 1.77313 -0.70419  -1.031
C1 -1.29930 1.79913 -0.18991  -0.097
C2 -1.67010 0.43204 0.36579  -0.105
O2 -1.40105 -0.54374 -0.64025  -0.654
C3 -1.59536 -1.87735 -0.20427  -0.270
Lu1 0.55154 0.07639 -1.84723  1.729
H1 -2.06144 2.10523 -0.93397  0.179
H2 -1.39317 2.52478 0.64106  0.201
H3 -2.73094 0.37818 0.65743  0.213
H4 -1.02431 0.20248 1.23226  0.179
H5 -2.64080 -2.02971 0.10103  0.216
H6 -1.36755 -2.54206 -1.04568  0.209
H7 -0.93577 -2.10912 0.64670  0.195
O3 1.91418 0.09727 0.07401  -0.881
H8 1.51900 1.02247 0.49941  0.566
C4 3.26741 -0.24829 0.29517  -0.259
H9 3.37590 -1.32714 0.11936  0.204
H10 3.93654 0.28556 -0.39796  0.192
H11 3.56082 -0.01925 1.33121  0.212

Computed properties:
Expectation value of S²: 0.75
2S+1: 2
Charge: +1
E_tot: -44081.5146 eV
HOMO-LUMO gap (spin up / spin down): 6.8 / 9.3 eV
Energy above the lowest of the compared OMol25 structures with the same formula, charge and spin: 0.0 kJ/mol

(7)
The following is a quantum chemistry calculation of C13H20Cl2GaN2O7 as an isolated structure, from the OMol25 dataset.

Last column: natural (NBO) charge in e.
CARTESIAN COORDINATES (ANGSTROEM)
Ga1 -0.17495 0.33231 -0.25691  1.846
O1 2.07087 -0.35683 2.76460  -0.841
Cl1 0.74229 0.04009 2.40303  2.546
O2 -0.00175 0.49137 3.50271  -0.727
O3 0.08235 -1.04383 1.68376  -0.839
O4 0.83661 1.12575 1.36401  -0.888
C1 2.05301 4.15106 -3.22054  -0.416
N1 1.62955 3.22646 -2.17265  -0.359
C2 2.63311 2.67554 -1.27203  -0.418
C3 0.37544 2.84232 -2.05770  0.748
C4 -0.68407 3.41175 -2.94467  -0.704
O5 0.03942 1.99961 -1.18176  -0.802
H1 3.13861 4.17961 -3.22952  0.228
H2 1.67987 5.15677 -3.02834  0.222
H3 1.70784 3.81486 -4.19669  0.221
H4 3.48238 3.35187 -1.25220  0.220
H5 2.95130 1.68774 -1.61063  0.215
H6 2.21722 2.59007 -0.26887  0.237
H7 -0.51553 4.45645 -3.18510  0.240
H8 -1.64730 3.28558 -2.45323  0.269
H9 -0.70901 2.84591 -3.87697  0.256
Cl2 -5.18278 3.91769 -3.53692  0.021
C5 -4.30040 2.76642 -2.58722  -0.055
C6 -3.85672 1.59142 -3.17107  -0.226
C7 -3.14998 0.67741 -2.40473  -0.207
C8 -2.88783 0.91541 -1.05865  -0.030
C9 -2.09312 -0.05430 -0.24119  -0.965
C10 -3.34607 2.10445 -0.49585  -0.212
C11 -4.05321 3.02819 -1.24720  -0.217
H10 -4.06820 1.39416 -4.21132  0.236
H11 -2.80910 -0.24212 -2.86389  0.218
H12 -2.20669 -1.08206 -0.59507  0.261
H13 -2.39223 -0.04161 0.80956  0.261
H14 -3.15463 2.31136 0.54989  0.221
H15 -4.41763 3.94070 -0.80115  0.237
N2 3.20441 -2.57859 1.20553  -0.692
C12 3.19578 -1.64550 0.04340  -0.336
C13 1.74720 -1.65083 -0.47354  0.797
O6 1.12907 -2.68761 -0.43665  -0.592
O7 1.35498 -0.51385 -0.94559  -0.846
H16 4.11445 -3.00499 1.38880  0.439
H17 2.48342 -3.29744 0.99099  0.470
H18 2.89594 -2.05040 2.04404  0.470
H19 3.87090 -2.02115 -0.72661  0.249
H20 3.51176 -0.66418 0.38301  0.246

Computed properties:
Charge: +1
E_tot: -108528.7554 eV
HOMO-LUMO gap: 8.3 eV
Energy above the lowest of the compared OMol25 structures with the same formula, charge and spin: 0.0 kJ/mol

(8)
The following is a quantum chemistry calculation of C4H6CeMgO5 as an isolated structure at a distorted geometry, from the OMol25 dataset.

Last column: Mulliken charge in e.
CARTESIAN COORDINATES (ANGSTROEM)
C1 1.30317 0.91235 -3.69255  0.797
O1 1.18892 -0.26043 -3.71091  -0.260
O2 1.18897 1.99639 -4.07160  -0.145
Mg1 0.68461 -1.96219 -4.96383  0.616
O3 -1.18078 -2.29969 1.35155  -0.506
O4 -0.78383 0.55154 -0.62973  -0.541
C2 -0.05953 1.33262 0.24990  -0.451
C3 -0.22786 0.76549 1.65948  -0.377
O5 0.28193 -0.57309 1.64185  -0.461
C4 -0.49252 -1.62450 2.30452  -0.168
Ce1 -0.70771 -1.48971 -0.44329  1.501
H1 -0.37990 2.42314 -0.02601  0.369
H2 1.02806 1.51778 0.12950  0.273
H3 -1.29819 0.73102 1.92453  0.355
H4 0.32700 1.36007 2.40029  0.350
H5 0.26315 -2.24835 2.81705  0.296
H6 -1.13548 -1.13245 3.05925  0.353

Computed properties:
Expectation value of S²: 2.00
2S+1: 3
Charge: +2
E_tot: -32839.3077 eV
HOMO-LUMO gap (spin up / spin down): 8.0 / 7.5 eV
Energy above the lowest of the compared OMol25 structures with the same formula, charge and spin: 57.8 kJ/mol

Q: Which value of energy above the lowest of the compared OMol25 structures with the same formula, charge and spin does entry 8 give?
A: 57.8 kJ/mol